{
  "formula": "C13H29N5O7Pd",
  "method": "wB97M-V/def2-TZVPD",
  "symbols": ["O", "H", "Pd", "N", "N", "N", "N", "O", "O", "O", "O", "C", "C", "C", "C", "C", "H", "H", "H", "C", "H", "H", "H", "C", "C", "H", "H", "H", "H", "H", "H", "H", "H", "C", "H", "H", "H", "O", "H", "H", "C", "N", "C", "C", "C", "O", "H", "H", "H", "H", "H", "H", "H", "H", "H"],
  "coordinates": [[3.421, 0.631, -3.111], [4.388, 0.722, -3.135], [1.390, 0.889, -0.890], [1.585, 1.107, 1.177], [1.797, -1.035, -0.260], [-0.423, 1.923, -0.701], [0.138, 0.103, -2.345], [1.248, 2.161, 1.838], [-0.813, 2.608, 0.376], [0.287, -1.105, -2.877], [1.661, -2.086, -0.969], [2.175, -1.152, 1.030], [1.976, -0.001, 1.839], [-1.309, 1.787, -1.683], [-0.969, 0.778, -2.643], [2.038, -0.016, 3.324], [1.125, -0.453, 3.757], [2.146, 1.005, 3.705], [2.886, -0.620, 3.666], [2.593, -2.497, 1.496], [3.313, -2.938, 0.795], [1.734, -3.178, 1.569], [3.062, -2.433, 2.482], [-2.615, 2.500, -1.684], [-1.863, 0.373, -3.760], [-2.631, 3.256, -0.893], [-3.450, 1.801, -1.528], [-2.782, 2.987, -2.653], [-1.356, -0.335, -4.424], [-2.159, 1.258, -4.338], [-2.785, -0.090, -3.382], [0.000, 2.520, 1.020], [0.923, -1.567, -2.181], [2.934, 1.506, -1.905], [3.147, 0.894, -0.993], [1.920, 1.841, -2.247], [3.519, 2.429, -1.784], [2.378, 5.073, 1.663], [2.175, 5.363, 0.759], [2.012, 4.164, 1.709], [-3.397, -2.649, 1.966], [-2.337, -1.735, 1.580], [-2.069, -0.588, 2.418], [-1.624, -1.832, 0.436], [-1.854, -3.016, -0.461], [-0.807, -0.928, 0.180], [-3.779, -2.336, 2.941], [-3.020, -3.680, 2.039], [-4.222, -2.641, 1.237], [-1.033, -0.601, 2.792], [-2.206, 0.353, 1.863], [-2.760, -0.619, 3.264], [-2.775, -2.871, -1.044], [-1.007, -3.085, -1.147], [-1.927, -3.946, 0.116]],
  "de_lowest_kj_mol": 316.9,
  "max_force_ha_per_bohr": 0.127,
  "total_energy_ev": -39204.0156,
  "multiplicity": 3,
  "orbital_gap_ha": [0.245, 0.209]
}

---

{
  "formula": "C13H2Cl5IrN2O7",
  "method": "wB97M-V/def2-TZVPD",
  "symbols": ["Ir", "O", "C", "O", "C", "C", "C", "C", "C", "C", "O", "N", "O", "O", "N", "O", "O", "H", "H", "Cl", "C", "C", "C", "Cl", "C", "Cl", "C", "Cl", "C", "Cl"],
  "coordinates": [[-1.592, 0.241, 0.616], [-1.550, -3.625, -0.821], [-1.073, -2.559, -0.585], [-1.780, -1.580, 0.007], [0.375, -2.264, -0.894], [1.058, -3.240, -1.568], [2.415, -3.076, -1.877], [3.155, -1.952, -1.523], [2.483, -0.979, -0.853], [1.075, -1.055, -0.510], [0.593, -0.067, 0.097], [3.163, 0.256, -0.444], [3.729, 0.221, 0.621], [3.098, 1.174, -1.224], [3.105, -4.163, -2.616], [4.278, -3.990, -2.848], [2.435, -5.124, -2.911], [0.554, -4.151, -1.861], [4.204, -1.876, -1.779], [-1.285, 0.988, 3.496], [-2.028, 2.273, 2.619], [-2.206, 1.995, 1.261], [-2.840, 2.953, 0.457], [-3.052, 2.532, -1.194], [-3.242, 4.168, 0.976], [-3.980, 5.336, -0.022], [-3.026, 4.422, 2.347], [-3.507, 5.906, 3.005], [-2.411, 3.465, 3.185], [-2.150, 3.769, 4.841]],
  "de_lowest_kj_mol": 6.7,
  "max_force_ha_per_bohr": 0.006,
  "total_energy_ev": -96258.9494,
  "charge": 1,
  "multiplicity": 6,
  "orbital_gap_ha": [0.319, 0.200]
}

---

What is the formula in the first record? C13H29N5O7Pd

---

Which formula does entry 1 have? C13H29N5O7Pd